135
Properties=species:S:1:pos:R:3:forces:R:3 method="wB97M-V/def2-TZVPD" e_lumo_ev=2.282 homo_energy_ha=-0.1848 charge=-1
S -5.02750 2.36568 -1.81402 -0.307 -0.510 0.290
S 2.62795 3.00267 -0.12685 0.067 -0.112 0.149
P 1.32818 1.57012 -0.38984 1.501 1.427 -0.599
O -1.68046 4.83724 -1.39679 -0.075 -0.837 0.008
O -2.30549 1.09181 -1.51594 -0.707 -0.586 -0.705
O -0.58058 -0.32558 -1.81934 -0.460 0.488 -0.026
O -0.42115 4.83284 0.44336 0.288 -0.022 0.556
N 7.08870 -2.43081 2.85051 -0.065 -0.057 -0.215
N 7.78101 -0.02061 -3.06120 0.214 0.074 0.015
N -6.77788 1.32416 4.22783 0.237 0.007 -0.136
N -6.64230 -4.88158 1.92448 -0.163 0.082 0.246
N 4.35672 4.49581 -4.14372 -0.266 -0.038 0.051
C 5.56526 -0.40669 -1.86231 -0.180 0.027 0.256
C -8.52131 -0.05135 2.95191 0.038 -0.132 -0.127
C 8.68074 -1.06005 -2.60376 0.189 -0.130 -0.066
C -5.39264 -3.04824 0.64520 0.016 0.131 0.092
C 7.72449 -2.80199 4.09813 0.034 0.087 0.162
C 2.25164 2.84812 -3.74182 -0.251 -0.894 -1.275
C -0.07768 2.68407 -2.67084 0.948 0.025 -0.311
C -7.18884 0.03393 3.70786 -0.139 -0.328 0.167
C -7.15489 2.88477 2.23032 0.073 -0.004 -0.112
C -3.78262 2.94955 -0.63757 0.130 0.451 -1.033
C -8.06145 1.08707 6.33804 -0.049 -0.027 0.011
C -4.19553 2.31302 -3.40870 0.140 0.774 -0.523
C 0.97974 1.99912 -3.59122 -0.259 0.302 0.701
C -6.33852 -5.96115 1.00659 0.149 -0.051 -0.115
C 6.74690 -1.02425 2.70559 -0.146 0.218 0.177
C 6.80658 0.45328 -2.09381 -0.214 0.269 0.056
C -3.94386 3.68241 -4.05649 0.432 -0.430 -0.308
C 2.89859 2.70269 -5.14990 0.053 1.032 1.316
C 7.87544 0.00783 2.82519 -0.035 0.083 -0.090
C 7.69543 -3.05154 1.68781 0.052 -0.237 -0.095
C -1.20693 2.73821 -0.26034 1.188 1.162 -0.475
C -2.87372 1.11545 0.73799 0.498 -0.105 -0.240
C 6.92112 -2.39905 5.32580 0.014 0.038 0.041
C -4.96231 -6.57069 1.22860 0.047 0.005 -0.027
C -0.19908 2.07901 -1.25954 -1.603 -2.051 0.556
C 9.14484 -2.68557 1.34362 -0.006 0.001 -0.156
C 3.77039 3.97976 -5.37219 -0.113 -0.689 -0.233
C 7.25437 -0.24685 -4.39354 -0.175 0.025 -0.086
C -1.10616 4.28052 -0.41930 -0.421 1.226 -0.334
C -8.59985 -3.88554 0.61270 -0.112 0.116 0.061
C -8.04050 -4.48975 1.90673 -0.208 -0.080 -0.004
C -7.69927 1.96088 5.14590 -0.165 -0.055 0.072
C 8.11267 -2.47062 -2.40786 0.101 -0.085 0.135
C 6.54242 0.97154 -4.96506 0.030 0.056 -0.065
C -1.01042 0.77214 -1.55153 0.928 0.419 0.051
C -6.20991 2.23581 3.24779 0.154 0.262 -0.027
C -2.55619 2.05578 -0.46441 0.033 -1.158 1.450
C -5.68060 -3.79034 1.95704 0.341 0.077 -0.069
H -8.43883 0.33118 1.93595 -0.059 0.085 0.023
H 7.64747 -4.13648 1.83060 -0.007 0.014 0.111
H -2.36994 0.16340 0.58253 0.212 -0.087 0.054
H 0.14541 3.74508 -2.64588 -0.146 0.156 0.363
H -1.06286 2.59002 -3.11666 -0.190 0.154 -0.024
H -7.23213 -0.67036 4.54432 -0.025 0.069 0.051
H -3.66845 4.45647 -3.34888 -0.097 0.080 0.181
H 6.47173 1.44416 -2.41088 0.023 -0.027 -0.050
H 7.44607 0.99963 2.97835 -0.020 -0.012 -0.002
H 8.74182 -2.38793 4.18926 0.018 -0.029 0.058
H -5.25253 -3.72906 -0.19536 -0.008 -0.018 0.011
H -8.25895 -2.86220 0.46317 0.048 -0.021 -0.060
H 3.47257 1.78295 -5.22575 0.015 -0.158 -0.144
H 9.53097 -3.38566 0.59900 -0.022 -0.006 0.001
H -4.86620 1.75526 -4.05617 -0.221 -0.207 0.071
H -4.76796 3.97695 -4.69718 -0.327 0.277 0.211
H -7.08009 -6.75137 1.15522 -0.118 0.111 0.030
H 5.62878 1.21651 -4.42242 0.010 -0.031 0.015
H 5.90611 -2.79485 5.27452 -0.012 0.031 -0.053
H 9.21905 -1.68869 0.91038 0.033 0.031 0.064
H -8.62820 2.28519 4.64953 -0.029 0.035 0.051
H -8.04170 3.31255 2.70026 -0.001 -0.026 0.031
H -6.39201 -0.35512 3.06843 0.056 0.173 -0.041
H 5.98794 -0.78305 3.45374 0.036 -0.059 0.043
H 0.52483 1.85760 -4.57003 -0.054 -0.067 -0.122
H -9.69081 -3.85279 0.66319 0.004 -0.017 0.025
H -4.16041 -5.87152 0.98951 0.003 -0.007 0.013
H -4.29176 2.96920 0.31806 -0.253 -0.023 0.142
H -7.22270 2.86649 5.53024 0.073 0.030 -0.147
H -8.33449 -4.47265 -0.26683 0.041 -0.005 0.012
H 5.77038 -1.26622 -1.22350 -0.007 -0.063 -0.084
H 4.80489 0.19441 -1.35706 -0.001 -0.002 -0.005
H -8.82648 -1.09838 2.87411 0.000 0.004 0.010
H 9.80340 -2.73967 2.21124 -0.030 0.024 0.028
H -0.81600 2.57068 0.73892 -0.233 -0.160 0.225
H -6.42180 -5.65068 -0.04691 0.014 -0.058 -0.026
H 6.86501 -1.31622 5.44237 -0.020 -0.005 -0.001
H -4.47404 -2.46721 0.74766 0.004 -0.009 -0.004
H 6.56415 -1.10456 -4.43253 0.008 -0.013 -0.048
H -8.22109 -3.79363 2.73104 0.135 0.050 -0.010
H 9.14528 -0.73222 -1.66904 -0.104 0.059 0.034
H -6.63463 3.69781 1.71989 0.008 -0.007 0.003
H -7.47249 2.18156 1.46156 -0.053 0.002 0.014
H 8.53576 -0.19487 3.67016 -0.008 -0.034 0.001
H 1.94554 3.88425 -3.66511 0.232 0.245 0.381
H 2.05816 2.69735 -5.83712 0.215 -0.145 -0.568
H 6.26147 0.78759 -6.00322 -0.007 -0.032 0.005
H 7.30813 0.63355 -1.13910 0.134 -0.132 -0.047
H -8.63444 -5.37721 2.15101 0.088 -0.069 -0.040
H -9.32433 0.48446 3.46028 0.024 0.021 0.023
H -4.73398 -4.18396 2.33652 -0.035 -0.095 -0.037
H 5.16852 3.97129 -3.85665 0.136 0.067 0.022
H 7.52426 -2.80588 -3.26243 -0.029 0.055 -0.005
H -5.99122 -3.06440 2.71312 -0.202 -0.080 0.001
H 5.12812 -0.76535 -2.79542 0.019 0.003 -0.004
H 7.49633 -2.53631 -1.51227 -0.076 -0.008 -0.050
H 8.08967 -0.49397 -5.05528 0.075 -0.050 0.110
H -5.70331 3.03619 3.79645 -0.063 -0.026 0.095
H 9.50548 -1.12492 -3.32208 -0.072 0.045 -0.088
H 7.19883 1.84363 -4.94509 -0.001 0.006 0.049
H -3.53080 3.97936 -0.87436 0.344 -0.077 -0.196
H -3.93174 0.87738 0.76959 -0.222 0.087 0.120
H -4.83661 -7.44192 0.58402 -0.010 0.009 -0.017
H -3.09031 3.57209 -4.72722 0.138 0.075 -0.079
H -8.66758 1.65796 7.04324 -0.009 0.011 -0.013
H 4.57623 5.47467 -4.21820 0.202 0.064 0.017
H 1.04314 0.95969 0.84756 -0.599 -0.313 -0.422
H 4.55496 3.82112 -6.11910 -0.203 -0.162 -0.340
H -2.50369 1.51017 1.68141 -0.321 0.275 0.118
H 8.93366 -3.18121 -2.28286 0.011 0.017 0.002
H -7.16513 0.74871 6.85971 0.022 -0.026 -0.050
H 8.47943 0.06078 1.92026 0.077 -0.042 0.043
H 6.23684 -0.88582 1.74933 0.067 -0.134 -0.060
H -8.64271 0.21173 6.04421 0.015 -0.007 0.010
H -5.41325 1.71534 2.70960 -0.053 -0.105 0.020
H -3.26588 1.75853 -3.39837 -0.042 -0.156 0.432
H 7.83175 -3.89038 4.11360 0.030 -0.003 -0.161
H 7.39475 -2.79869 6.22391 0.019 0.001 -0.008
H 3.07097 4.71097 -5.76628 0.106 0.386 0.006
H -4.84211 -6.89559 2.26309 -0.011 0.055 0.021
H 3.01205 2.60633 -3.01341 -0.139 0.281 0.496
H -6.18327 -2.34407 0.39048 -0.024 -0.049 -0.080
H 7.06329 -2.85305 0.81780 -0.038 0.113 0.052
H 1.90090 0.58387 -1.21774 -0.447 -0.318 0.322
H 1.17731 1.01098 -3.18311 0.174 -0.262 -0.298